24
Properties=species:S:1:pos:R:3:forces:R:3 method="wB97M-V/def2-TZVPD" total_charge=0 orbital_gap_ha=0.355 homo_ev=-8.95 multiplicity=1 relative_energy_ev=0.4816
C -0.95950 -1.56598 2.94668 -1.2 -0.3 -0.8
C -1.53145 -0.88351 1.68480 0.8 -0.7 -0.2
C 0.39751 -2.21973 2.76080 -0.1 0.1 0.6
O 0.69518 -3.21314 3.40028 0.2 0.1 -0.3
N 1.21202 -1.65898 1.83517 0.3 0.2 -0.2
H -1.04804 -0.91023 3.80679 0.5 0.0 0.2
H -1.61020 -2.42051 3.15040 0.1 0.1 0.3
H -2.61157 -0.97887 1.59347 0.0 0.5 0.4
H -1.15491 -1.43201 0.82367 0.0 0.0 -0.2
H 2.08517 -2.09995 1.59305 -0.1 0.0 0.2
H 0.99623 -0.77150 1.41274 -0.1 -0.2 -0.1
H -1.16222 0.13001 1.56205 -0.4 0.3 0.0
C 0.38064 2.75154 -0.80212 0.7 0.3 0.4
C 0.07908 -0.24891 -2.71033 -1.7 0.4 -0.1
C 0.39839 1.68704 -1.83862 -0.8 0.4 -0.2
C 0.70519 1.81193 -3.16094 0.1 -0.2 0.3
N -0.08504 0.42376 -1.59591 0.7 -0.3 0.1
N 0.47197 0.57513 -3.72800 0.9 0.5 0.1
H -0.52438 -1.12782 -2.90906 0.8 -0.4 0.0
H 0.99222 0.32504 -4.55413 -0.5 -0.4 -0.2
H 1.04378 2.66023 -3.72646 0.1 0.0 -0.1
H 1.34620 2.82651 -0.29466 0.0 -0.3 0.1
H -0.37020 2.59365 -0.03188 -0.1 -0.1 -0.1
H 0.25393 3.74630 -1.21779 -0.3 0.0 -0.3

11
Properties=species:S:1:pos:R:3:forces:R:3 method="wB97M-V/def2-TZVPD" total_charge=0 orbital_gap_ha=0.366 homo_ev=-9.63 multiplicity=1 relative_energy_ev=3.7865
C 2.65364 -0.90645 -0.23368 -0.6 0.2 0.1
C 1.55903 -0.41953 -0.11128 0.4 -0.1 0.2
C 0.27695 0.25400 0.05796 0.2 -0.3 -0.1
C -0.95133 -0.16412 -0.65921 0.0 0.4 0.3
C -1.94516 0.21773 0.16139 0.2 0.0 -0.2
N -1.42846 0.80067 1.34075 -0.1 -0.5 0.5
N -0.17884 0.70076 1.39310 -0.5 -0.3 0.3
H 3.62132 -1.35301 -0.31248 -0.2 0.1 0.0
H -0.99998 -0.63250 -1.63724 0.0 0.2 0.3
H -3.01833 0.16168 0.05535 0.1 0.0 -0.1
H 0.41117 1.34077 -0.05467 0.5 0.4 -1.3

19
Properties=species:S:1:pos:R:3:forces:R:3 method="wB97M-V/def2-TZVPD" total_charge=0 orbital_gap_ha=0.322 homo_ev=-8.09 multiplicity=1 relative_energy_ev=1.4412
C 1.91260 -1.21240 -0.18938 2.4 0.4 1.7
C 1.49884 -0.64142 -1.36181 0.2 -1.7 -1.6
C 1.12117 -0.99849 0.94150 -0.9 0.5 -3.4
C 0.20682 -0.11368 -1.56509 2.4 -0.2 -2.2
C -0.12540 -0.46544 0.75611 -1.2 -0.8 -1.0
C -0.63004 -0.07356 -0.51340 -0.7 1.0 2.2
C 0.94801 2.55015 0.59368 -0.5 -0.5 -0.2
N 1.29954 2.36687 -0.50448 2.2 0.9 -4.4
N -2.51330 1.61083 0.73131 -2.1 -1.1 3.1
O 0.42801 2.40211 1.59791 -1.1 0.6 3.6
S -2.21256 0.80706 -0.63714 0.4 -1.2 -1.8
H 2.97605 -1.65804 0.01292 -2.1 0.8 -0.9
H 2.13408 -0.85249 -2.23305 -0.3 0.6 0.2
H 1.44023 -1.33071 1.83549 0.8 -1.1 3.1
H 0.08626 0.25804 -2.61386 -0.7 -0.2 1.2
H -0.85911 -0.62597 1.50896 -0.4 0.6 1.0
H 1.69731 2.89534 -1.29041 -0.5 -0.5 1.2
H -1.84373 2.23191 1.08127 1.2 1.1 0.2
H -2.96002 1.12336 1.57446 0.9 0.6 -2.0